*1*
Molecular formula: C8H13NO
Method: DFT, ωB97M-V with the def2-TZVPD basis set

```
23
Properties=species:S:1:pos:R:3:nbo_charge:R:1
C -0.9557 -2.4732 -1.3149 -0.61
C -1.8059 -1.3217 -1.8411 -0.25
C -3.0164 -0.9714 -0.9498 -0.39
C -3.2229 0.5495 -1.0908 -0.44
C -1.8790 1.0288 -1.5749 -0.16
C -1.0952 0.0149 -1.9671 0.01
C 0.2945 0.1443 -2.5376 -0.55
C 1.3682 -0.0603 -1.5416 0.41
N 2.1443 -0.6567 -0.8584 -0.43
H -0.5189 -2.2220 -0.3369 0.21
H -1.5717 -3.3752 -1.1919 0.22
H -0.1330 -2.7176 -2.0025 0.21
H -2.1556 -1.6030 -2.8526 0.20
H -3.9107 -1.5543 -1.2071 0.21
H -2.7603 -1.2062 0.0948 0.20
H -4.0081 0.7948 -1.8265 0.21
H -3.5252 1.0289 -0.1488 0.22
H -1.5676 2.0752 -1.5473 0.21
H 0.4577 -0.5848 -3.3461 0.26
H 0.4357 1.1472 -2.9656 0.26
O 2.1183 1.7941 -0.2827 -1.01
H 1.1928 2.0014 -0.0999 0.47
H 2.5467 0.7667 0.0500 0.53
```


*2*
Molecular formula: C8H13NO
Method: DFT, ωB97M-V with the def2-TZVPD basis set

```
23
Properties=species:S:1:pos:R:3:nbo_charge:R:1
C 0.5917 1.2933 -0.0934 0.31
C -2.9118 1.3646 -0.3306 0.36
C -1.8878 0.4131 0.0331 -0.06
C -2.2005 -2.1861 -0.1454 -0.60
C 3.0937 -0.3518 0.7081 -0.64
C 1.8210 1.2504 -0.9233 -0.50
C -2.3871 -0.8573 0.6665 -0.45
C 3.0723 0.9123 -0.0412 -0.38
N -0.5938 0.9269 -0.0742 -0.23
O -4.0935 1.0537 -0.2478 -0.58
H -2.5877 2.3078 -0.8485 0.12
H -1.2384 -2.5713 -0.1086 0.20
H -2.5492 -2.0489 -1.2021 0.21
H -2.7306 -3.0033 0.3342 0.21
H 4.0015 -0.4459 1.3275 0.23
H 2.8265 -1.2728 0.1456 0.21
H 2.4060 -0.4461 1.5337 0.22
H 2.0369 2.2754 -1.4055 0.26
H 1.7883 0.5575 -1.7884 0.22
H -1.9349 -1.0862 1.6689 0.21
H -3.5087 -0.6672 0.9114 0.27
H 3.1484 1.6919 0.7557 0.22
H 3.8379 0.8901 -0.8758 0.21
```


Which one sits at the bottom of the stability order? *2* does.


*1*
Molecular formula: C4H11NO3
Method: DFT, ωB97M-V with the def2-TZVPD basis set

```
19
Properties=species:S:1:pos:R:3:nbo_charge:R:1
C 1.2022 0.2859 2.3941 -0.25
O 1.3209 -0.4119 1.1668 -0.57
C 0.0515 -0.4102 0.2961 0.08
C 0.0962 -1.6711 -0.5387 -0.63
C 0.2722 0.8998 -0.4216 -0.26
N -0.8160 1.1452 -1.5432 0.08
O -0.5376 0.2937 -2.6659 -0.59
O -2.1239 0.8096 -1.0295 -0.62
H 2.1707 0.2689 2.9041 0.19
H 0.4579 -0.1890 3.0413 0.16
H 0.9304 1.3360 2.2433 0.16
H -0.8302 -0.3977 0.9424 0.19
H 0.9375 -1.6624 -1.2372 0.22
H -0.8333 -1.8057 -1.1004 0.21
H 0.2299 -2.5437 0.1091 0.22
H 1.2438 0.9556 -0.9204 0.23
H 0.1502 1.7518 0.2513 0.21
H -1.3127 -0.2935 -2.6971 0.47
H -2.6097 1.6388 -1.1948 0.49
```


*2*
Molecular formula: C4H11NO3
Method: DFT, ωB97M-V with the def2-TZVPD basis set

```
19
Properties=species:S:1:pos:R:3:nbo_charge:R:1
N 0.2992 0.4432 -1.5804 -0.84
C 0.3755 -0.0061 -0.1896 -0.07
C 1.5836 -0.9585 -0.1476 -0.05
O 1.3855 -2.1474 -0.8415 -0.72
C 0.6090 1.1182 0.8562 -0.53
C -0.5272 1.2772 1.8422 0.42
O -0.6558 0.3852 2.6642 -0.52
H -0.6095 0.8621 -1.7658 0.37
H 0.9418 1.2144 -1.7602 0.35
H -0.5264 -0.5366 0.1007 0.21
H 1.8673 -1.1714 0.8821 0.18
H 2.4685 -0.4212 -0.5363 0.14
H 0.9162 -1.9987 -1.6451 0.48
H 1.5845 0.9660 1.3073 0.24
H 0.8490 2.0498 0.3163 0.21
H -1.1883 2.1399 1.9591 0.14
O -2.9634 -0.8634 -0.7545 -0.95
H -3.5989 -1.5983 -0.8799 0.48
H -2.8107 -0.7543 0.1727 0.47
```


Which one sits at the bottom of the stability order? *1* does.